[1]
The following is a DFT calculation (ωB97M-V with the def2-TZVPD basis set) of a structure of composition C55H116Br6Cl8NO6P2 at a distorted geometry.

Summary:
E_HOMO: -2.9 eV
Total charge: -1
Multiplicity: 1
DFT total energy: -611692.74369 eV
Gap between HOMO and LUMO: 3.700 eV

CARTESIAN COORDINATES (ANGSTROEM)
C1 9.38009 3.69503 -0.62011
C2 8.36749 3.75454 -1.85187
C3 7.01019 3.06573 -1.66671
C4 7.27315 1.56554 -1.31783
P1 5.80736 0.37866 -1.49512
C5 6.08213 -1.02158 -0.36678
C6 7.47062 -1.73277 -0.51771
C7 7.44343 -3.11812 0.15550
C8 7.23033 -3.00241 1.68081
C9 4.32799 1.26485 -1.05655
C10 3.92273 1.31412 0.50270
C11 3.36534 2.67282 0.72883
C12 2.23598 2.64159 1.85024
C13 5.72414 -0.12144 -3.25862
C14 5.15662 0.95330 -4.17071
C15 5.14057 0.55178 -5.66616
C16 3.84791 -0.31746 -6.00416
H1 9.77597 2.68503 -0.51387
H2 8.85109 3.84946 0.32032
H3 10.22413 4.36002 -0.80309
H4 8.89474 3.43857 -2.75202
H5 8.24065 4.83279 -1.94871
H6 6.41659 3.04760 -2.58071
H7 6.51249 3.55643 -0.83027
H8 7.58845 1.37455 -0.29206
H9 8.05020 1.13537 -1.94969
H10 5.22245 -1.68434 -0.46577
H11 6.02718 -0.57903 0.62782
H12 8.23624 -1.19403 0.04057
H13 7.61138 -1.90064 -1.58547
H14 8.34029 -3.67636 -0.11305
H15 6.68908 -3.72340 -0.34717
H16 6.36075 -2.41597 1.97749
H17 8.14452 -2.81462 2.24391
H18 7.04656 -4.03018 1.99388
H19 3.45102 0.88757 -1.58257
H20 4.52984 2.25599 -1.46274
H21 4.84696 1.20945 1.07100
H22 3.14621 0.59104 0.75221
H23 2.92732 3.13501 -0.15583
H24 4.07060 3.43633 1.05710
H25 2.55144 1.90622 2.59039
H26 1.38718 2.05291 1.50224
H27 2.07778 3.55507 2.42351
H28 4.96373 -0.89546 -3.15483
H29 6.66773 -0.57215 -3.56615
H30 5.79404 1.83671 -4.13356
H31 4.20568 1.23055 -3.71583
H32 6.01576 -0.07371 -5.84198
H33 5.25320 1.43331 -6.29728
H34 3.78108 -1.16938 -5.32750
H35 3.70122 -0.53382 -7.06236
H36 3.04046 0.40378 -5.87800
C17 -2.98620 -6.37165 -2.62843
C18 -2.82646 -5.00159 -2.00709
C19 -2.83748 -5.02139 -0.51179
C20 -2.41057 -3.65801 -0.03309
P2 -2.41125 -3.37983 1.80923
C21 -4.16736 -3.69825 2.23330
C22 -4.67381 -2.99377 3.55887
C23 -6.07982 -3.43945 4.19278
C24 -5.95910 -4.86336 4.92904
C25 -1.57349 -4.62523 2.84109
C26 -1.71773 -4.65319 4.39656
C27 -0.83945 -5.65444 5.06230
C28 0.68126 -5.35166 5.04517
C29 -1.82568 -1.69111 2.09367
C30 -1.39175 -1.35760 3.52307
C31 -1.15363 0.20567 3.54874
C32 -0.23989 0.80678 4.74046
H37 -2.13015 -7.04537 -2.59117
H38 -3.30537 -6.19669 -3.65586
H39 -3.71213 -6.93803 -2.04505
H40 -3.67133 -4.37490 -2.29269
H41 -1.95409 -4.49964 -2.42558
H42 -2.21558 -5.83423 -0.13679
H43 -3.86876 -5.07578 -0.16305
H44 -3.00092 -2.87327 -0.50614
H45 -1.35950 -3.62815 -0.32025
H46 -4.10245 -4.78632 2.23001
H47 -4.83514 -3.44619 1.40951
H48 -4.72774 -1.91440 3.41692
H49 -3.97554 -3.06199 4.39306
H50 -6.89013 -3.49569 3.46591
H51 -6.33644 -2.64347 4.89183
H52 -5.19625 -4.72531 5.69527
H53 -5.58950 -5.61540 4.23195
H54 -6.97921 -5.16037 5.17246
H55 -0.60389 -4.26931 2.49278
H56 -1.70700 -5.63016 2.44061
H57 -2.73990 -4.82991 4.73130
H58 -1.40202 -3.72703 4.87683
H59 -0.93115 -6.60418 4.53532
H60 -1.28928 -6.01137 5.98876
H61 0.82834 -4.59754 5.81833
H62 1.04805 -5.02960 4.07056
H63 1.29194 -6.20816 5.33080
H64 -2.52608 -0.93306 1.74309
H65 -0.95534 -1.54901 1.45304
H66 -0.43197 -1.84707 3.68841
H67 -2.03899 -1.65812 4.34701
H68 -2.11853 0.70841 3.61455
H69 -0.74312 0.52886 2.59212
H70 -0.19736 0.25682 5.68059
H71 -0.52715 1.84397 4.91315
H72 0.75600 0.87736 4.30305
C33 -1.27763 3.88257 2.01877
C34 -2.24169 4.43164 1.03212
C35 -2.20510 3.75373 -0.35506
C36 -2.33230 2.21389 -0.42153
N1 -1.96813 1.50947 -1.82651
C37 -2.34906 -0.05291 -1.79991
C38 -1.31790 -0.70421 -2.64866
C39 -0.20231 0.32306 -2.90561
C40 -0.47075 1.39421 -1.86138
C41 -2.66409 2.09222 -3.07991
H73 -1.10528 4.47122 2.91981
H74 -0.29255 3.78359 1.56281
H75 -1.51864 2.87822 2.36707
H76 -1.97719 5.47722 0.87433
H77 -3.25003 4.15187 1.33723
H78 -1.22321 3.95473 -0.78357
H79 -2.92685 4.21131 -1.03165
H80 -3.30908 1.77565 -0.21675
H81 -1.70969 1.70675 0.31555
H82 -3.35537 -0.25518 -2.16669
H83 -2.24718 -0.31746 -0.74742
H84 -1.75310 -0.94079 -3.61960
H85 -1.00590 -1.67945 -2.27494
H86 -0.27683 0.80320 -3.88132
H87 0.79876 -0.06473 -2.71699
H88 -0.18673 2.41099 -2.13268
H89 -0.10889 1.15719 -0.86090
H90 -2.55089 1.47530 -3.97137
H91 -2.44056 3.15608 -3.15954
H92 -3.68901 2.02072 -2.71588
O1 -4.84006 -0.80469 0.19050
C42 -6.14018 -0.27943 -0.11574
C43 -6.34067 1.00352 -1.07221
O2 -6.29642 1.12549 -2.49154
H93 -6.64487 0.00791 0.80666
H94 -6.70542 -1.13902 -0.47590
H95 -5.66413 1.77221 -0.69868
H96 -7.32831 1.33575 -0.75241
O3 1.28432 -3.49680 1.27526
C44 2.15172 -3.37698 0.10461
C45 2.13707 -1.94672 -0.62528
O4 2.81031 -1.79568 -1.87599
H97 1.88265 -4.08683 -0.67757
H98 3.20807 -3.55351 0.30728
H99 2.53618 -1.26799 0.12848
H100 1.19037 -1.44034 -0.81358
O5 1.65687 4.09202 4.94516
C46 1.24510 5.24042 5.19258
O6 0.41807 5.83149 4.42631
C47 0.04344 7.03576 5.00519
C48 1.28751 7.44373 5.82930
C49 1.67187 6.02366 6.30787
H101 -0.87187 6.89681 5.58050
H102 -0.11495 7.89045 4.34753
H103 1.10696 8.21360 6.57951
H104 2.00053 7.80038 5.08600
H105 1.11979 5.59230 7.14288
H106 2.76014 6.08115 6.32936
C50 -5.89417 2.39203 -5.38591
Cl1 -6.28508 2.48086 -7.09943
Cl2 -4.60775 3.57311 -4.92841
H107 -6.73413 2.78142 -4.81063
H108 -5.59700 1.39544 -5.05944
C51 -5.92540 -2.01799 -3.67685
Cl3 -6.83067 -2.99253 -4.82677
Cl4 -4.21918 -2.13174 -3.91754
H109 -6.12425 -0.95488 -3.81233
H110 -6.25566 -2.23927 -2.66192
C52 1.08068 -3.78022 -3.63723
Cl5 0.52058 -5.49265 -3.46237
Cl6 0.33003 -2.99150 -5.04404
H111 0.83031 -3.30896 -2.68680
H112 2.15294 -3.74154 -3.82918
C53 -5.80402 4.95035 -1.90589
Cl7 -4.44568 5.93399 -2.61629
Cl8 -6.43071 5.65649 -0.43777
H113 -6.64438 5.14678 -2.57172
H114 -5.52090 3.89969 -1.84231
C54 -5.93524 1.86705 3.15526
Br1 -4.21710 2.59545 3.61554
Br2 -7.26432 3.27125 2.68882
Br3 -6.64971 0.63525 4.46554
H115 -5.63055 1.22605 2.32799
C55 0.65705 2.83831 -7.39951
Br4 0.47387 2.99630 -5.45622
Br5 1.04092 0.87637 -7.72045
Br6 1.97299 4.05159 -8.27905
H116 -0.33031 3.11229 -7.77120

Force components x, y, z for each atom (eV/Å):
C -1.11 -1.30 -1.11
C 1.02 1.01 1.07
C 1.33 -1.36 0.52
C -1.34 -0.78 0.22
P 0.92 0.02 -0.45
C 0.90 0.34 0.02
C -1.39 -0.70 0.29
C -0.32 0.61 -0.14
C 0.21 -1.88 -0.58
C -0.86 -0.19 1.10
C 1.23 0.53 -2.13
C -2.17 1.98 1.87
C 1.52 -1.44 -0.31
C -0.58 -0.41 1.10
C 0.90 0.47 -0.30
C -1.16 -1.57 0.28
C 0.82 2.18 0.12
H 0.20 -0.10 -0.13
H 0.11 0.61 -0.01
H -0.25 0.14 0.29
H -0.11 -0.25 -0.04
H -0.46 0.07 -0.41
H -0.03 0.63 0.13
H -0.42 -0.07 -0.21
H 0.20 0.43 0.14
H 0.07 0.06 -0.15
H -0.22 -0.21 -0.30
H -0.15 0.05 0.08
H 0.24 0.50 -0.76
H 0.75 0.34 0.00
H 0.44 0.25 0.39
H -0.55 0.11 0.38
H 0.28 0.12 -0.02
H 0.00 0.87 -0.19
H -0.49 -0.08 0.25
H 0.17 -0.51 -0.25
H -0.17 0.31 0.30
H -0.31 -0.37 0.45
H 0.56 -0.47 -0.25
H -0.14 -0.33 -0.30
H 0.55 -0.25 0.01
H 0.59 0.17 0.46
H -0.63 0.89 -0.38
H -0.48 -0.01 -0.54
H -0.18 -0.60 -0.16
H 0.06 0.14 -0.06
H 0.07 0.20 0.19
H -0.33 0.08 -0.66
H 0.25 0.07 -0.05
H -0.33 -0.03 -0.03
H -0.25 0.03 -0.25
H 0.68 -0.60 0.02
H -0.33 -0.41 0.73
C -0.33 -0.13 0.10
C -0.22 -0.04 -0.53
C -0.65 0.48 0.66
C 1.98 -0.43 1.21
P -2.36 0.06 -0.66
C -0.32 1.01 0.86
C -1.09 -0.54 0.15
C 1.69 -1.29 -0.46
C -0.08 2.04 -1.66
C 0.75 0.97 -0.07
C -0.14 1.06 -0.27
C 1.00 -2.56 -1.10
C -0.86 0.14 0.95
C 0.04 -0.01 0.44
C 1.22 1.53 -0.13
C 0.05 -0.27 1.86
C -0.39 -0.34 -2.13
H 0.50 0.49 -0.18
H -0.07 -0.62 -0.05
H -0.61 0.08 -0.32
H -0.06 -0.03 -0.29
H 0.25 -0.01 0.19
H -0.03 0.04 0.31
H -0.19 -1.00 -0.09
H -0.13 0.32 0.31
H 0.32 0.80 0.04
H -0.44 -0.26 0.62
H 0.12 0.48 -0.07
H -0.08 0.01 -0.65
H 0.32 -0.42 -0.10
H 0.18 0.13 -0.25
H -0.08 -0.19 0.22
H -0.56 -0.42 0.54
H 0.10 0.06 -0.16
H 0.33 -0.12 0.87
H 1.30 -0.64 0.45
H -0.19 0.10 -0.22
H -0.15 -0.01 -0.37
H -0.33 0.54 -0.47
H -0.11 -0.25 -0.63
H 0.48 0.80 0.71
H 0.50 0.35 -0.23
H -0.23 0.29 -0.01
H -0.22 -0.18 0.07
H -0.85 -0.44 -0.18
H 0.36 -0.43 -0.07
H 0.13 -0.09 0.10
H -0.36 0.08 -0.29
H -0.18 -0.23 -0.04
H 0.31 -0.12 -0.01
H -0.26 -0.14 -0.20
H -0.16 -0.05 0.20
H 0.26 -0.16 0.42
C 1.31 -0.92 0.54
C -0.80 -1.22 -0.96
C 1.05 -0.84 -0.97
C -0.96 -0.96 -0.85
N -0.13 -1.26 1.15
C -0.12 1.34 1.05
C 0.39 -0.32 -1.76
C 0.60 0.32 1.12
C -0.76 0.99 -1.05
C -0.27 0.04 2.65
H -0.34 0.25 -0.11
H 0.22 0.05 -0.06
H -0.20 -0.10 -0.05
H -0.88 0.17 0.03
H -0.29 1.24 0.53
H 0.27 0.26 -0.22
H -0.12 0.06 0.17
H -0.51 0.48 0.00
H 0.40 0.11 -0.25
H -0.19 0.58 0.55
H -0.38 -0.05 -0.02
H -0.09 -0.07 -0.07
H 0.30 0.27 0.37
H 0.10 -0.46 -0.10
H 0.14 -0.28 -0.41
H 0.77 -0.05 -0.03
H -0.08 -0.16 -0.12
H 0.38 0.16 0.26
H 0.41 -0.22 -0.34
H -0.50 -0.03 -0.62
O -0.56 1.08 -0.31
C 2.31 -0.63 -0.89
C -0.21 -0.13 -1.03
O 0.70 -1.11 0.84
H -0.41 0.47 0.55
H -0.78 -0.10 -0.59
H 0.71 0.40 0.90
H -0.71 0.20 0.30
O 1.19 0.41 -1.89
C -2.54 1.32 0.88
C 1.05 0.11 -0.99
O 0.54 -0.28 0.84
H -0.17 -0.51 -0.31
H 0.53 -0.09 0.33
H 0.63 0.34 0.73
H -1.47 -0.72 0.45
O -1.01 2.32 0.45
C 3.23 -6.32 -1.06
O -2.16 0.85 -2.65
C -0.15 3.00 1.11
C -1.58 -0.97 0.33
C 1.31 2.72 0.80
H 0.05 -0.04 0.22
H -0.36 -0.75 -0.89
H -0.01 -0.18 -0.02
H 0.29 0.00 0.27
H 0.50 0.53 0.60
H -0.09 -1.12 0.85
C -0.11 0.75 0.97
Cl 0.10 -0.15 -0.16
Cl -0.10 -0.31 -0.56
H -0.01 -0.66 -0.15
H -0.11 0.22 -0.08
C -0.93 1.36 0.50
Cl -0.23 -0.26 -0.23
Cl 1.12 -0.50 -0.02
H -0.48 -0.01 0.02
H 0.45 -0.31 -0.09
C 0.18 -0.43 0.19
Cl 0.30 0.43 -0.27
Cl -0.20 0.05 0.23
H 0.15 0.30 -0.41
H -0.28 -0.19 0.41
C -0.45 0.84 -1.20
Cl -0.24 -0.30 0.55
Cl 0.34 -0.04 0.88
H 0.46 -0.69 -0.34
H -0.09 0.09 0.18
C -0.18 -0.10 -0.39
Br -0.12 0.34 0.47
Br 0.98 -1.00 0.18
Br 0.13 0.32 0.00
H -0.82 0.26 -0.46
C 0.35 -0.77 0.25
Br 0.38 0.44 -0.66
Br -0.46 1.71 -0.28
Br -0.84 -0.94 0.81
H 0.39 -0.32 -0.24


[2]
The following is a DFT calculation (ωB97M-V with the def2-TZVPD basis set) of a structure of composition C24H27NOSiSn at a distorted geometry.

Summary:
E_HOMO (alpha / beta): -3.5 / -3.5 eV
Multiplicity: 1
DFT total energy: -42565.03576 eV
Gap between HOMO and LUMO (alpha / beta): 3.588 / 3.625 eV

CARTESIAN COORDINATES (ANGSTROEM)
C1 -0.12130 -2.08753 0.29157
C2 1.02692 -2.14892 -0.53742
C3 2.16553 -2.33277 0.28214
H1 1.02189 -2.10339 -1.61835
C4 1.73291 -2.44191 1.64435
C5 0.29350 -2.28715 1.64922
H2 -0.36235 -2.48165 2.48984
H3 -1.14962 -1.98972 -0.06503
H4 3.18618 -2.43142 -0.08006
H5 2.34440 -2.72000 2.49882
Sn1 1.36953 0.10447 2.07357
C6 1.03083 2.49533 -0.33699
H6 1.55264 2.00488 0.50524
H7 0.25443 3.15657 0.06542
H8 1.76868 3.11042 -0.86605
Si1 0.27353 1.38864 -1.73735
C7 -1.32526 1.59787 -2.63988
C8 -1.92878 0.39395 -3.09081
H9 -1.33947 -0.52046 -3.22882
C9 -3.30996 0.32317 -3.26917
H10 -3.76129 -0.63851 -3.49622
C10 -4.09432 1.47097 -3.13149
H11 -5.17665 1.40730 -3.23459
C11 -3.47597 2.70053 -2.85719
H12 -4.07503 3.61274 -2.80724
C12 -2.09688 2.77233 -2.61061
H13 -1.62094 3.72671 -2.35488
C13 1.66842 0.72418 -2.74095
C14 1.44451 0.29431 -4.06580
H14 0.52418 0.59491 -4.58004
C15 2.35808 -0.57475 -4.68673
H15 2.15467 -0.95685 -5.69659
C16 3.50877 -0.99784 -4.00833
H16 4.18444 -1.70992 -4.47708
C17 3.77577 -0.50777 -2.72494
H17 4.67275 -0.83731 -2.19178
C18 2.88016 0.36974 -2.10554
H18 3.09113 0.72174 -1.09059
H19 0.03075 0.13607 -0.68040
H20 -0.29483 -0.12065 -1.41445
O1 -1.05257 0.41804 1.72900
C19 -1.95386 0.18951 2.82781
C20 -1.17849 -0.09847 4.07117
C21 -1.84123 -0.26965 5.28679
C22 -1.10528 -0.56915 6.42374
C23 0.28063 -0.71121 6.30593
C24 0.88873 -0.53178 5.07070
N1 0.16259 -0.19106 3.97144
H21 -1.55755 0.61486 0.91429
H22 -2.56524 1.08747 2.99023
H23 -2.61170 -0.66239 2.60160
H24 -2.92694 -0.16254 5.27244
H25 -1.59772 -0.70091 7.38596
H26 0.91008 -0.97376 7.15212
H27 1.96664 -0.65730 4.92199

Force components x, y, z for each atom (eV/Å):
C 0.64 -1.14 0.32
C -0.24 -0.37 1.07
C -0.47 0.10 0.20
H 0.07 0.16 -0.02
C -0.34 0.38 -0.61
C 0.24 0.08 -1.16
H 0.09 0.14 -0.03
H 0.30 0.02 0.20
H -0.21 0.06 0.19
H -0.10 0.01 -0.20
Sn 1.26 -0.67 -1.55
C -0.42 0.78 -1.30
H -0.58 -0.05 -0.94
H 0.09 -0.05 0.10
H 0.08 0.42 -0.02
Si 1.79 0.36 1.17
C -0.63 0.14 -0.04
C -0.18 0.21 0.36
H -0.13 0.41 0.19
C 0.10 0.26 -0.10
H 0.00 0.18 -0.08
C 0.49 0.26 0.14
H 0.25 0.08 -0.02
C -0.01 0.05 -0.18
H 0.15 -0.31 0.01
C -0.28 -0.45 0.07
H -0.32 -0.38 0.02
C 0.45 -0.21 -0.55
C 0.45 -0.54 0.15
H 0.38 -0.19 0.13
C -0.27 0.19 -0.06
H 0.10 0.26 0.47
C -0.33 0.36 0.30
H -0.10 0.16 0.09
C -0.03 0.00 -0.17
H -0.31 0.17 -0.20
C -0.25 -0.25 -0.04
H -0.11 -0.15 -0.36
H 0.30 0.05 1.94
H -0.05 -0.78 -1.00
O -1.17 0.29 1.12
C -0.33 0.29 -0.69
C 0.95 -0.02 0.43
C 0.05 0.13 -0.23
C 0.02 0.05 -0.14
C 0.29 -0.14 -0.25
C -0.97 0.19 -0.15
N -0.76 -0.66 1.31
H 0.31 0.01 0.04
H -0.10 -0.27 0.10
H 0.08 0.14 0.06
H 0.28 -0.07 0.28
H 0.12 0.04 -0.22
H -0.23 0.04 -0.08
H -0.38 0.23 -0.05


Question: What is the DFT total energy in the first record?
Answer: -611692.74369 eV


Question: Look up the DFT total energy of the first one.
Answer: -611692.74369 eV